{"formula": "C42H98N2O14", "method": "ωB97M-V/def2-TZVPD", "spin_multiplicity": 1, "smiles": "CC1(C)CCCC(C)(C)N1O.CC1(C)CCCC(C)(C)N1O.COCCOC.COCCOC.COCCOC.COCCOC.COCCOC.COCCOC", "homo_lumo_gap_ev": 8.41, "homo_ev": -8.03, "symbols": ["C", "C", "C", "C", "C", "C", "C", "C", "C", "N", "O", "H", "H", "H", "H", "H", "H", "H", "H", "H", "H", "H", "H", "H", "H", "H", "H", "H", "H", "H", "C", "C", "C", "C", "C", "C", "C", "C", "C", "N", "O", "H", "H", "H", "H", "H", "H", "H", "H", "H", "H", "H", "H", "H", "H", "H", "H", "H", "H", "H", "C", "O", "C", "C", "O", "C", "H", "H", "H", "H", "H", "H", "H", "H", "H", "H", "C", "O", "C", "C", "O", "C", "H", "H", "H", "H", "H", "H", "H", "H", "H", "H", "C", "O", "C", "C", "O", "C", "H", "H", "H", "H", "H", "H", "H", "H", "H", "H", "C", "O", "C", "C", "O", "C", "H", "H", "H", "H", "H", "H", "H", "H", "H", "H", "C", "O", "C", "C", "O", "C", "H", "H", "H", "H", "H", "H", "H", "H", "H", "H", "C", "O", "C", "C", "O", "C", "H", "H", "H", "H", "H", "H", "H", "H", "H", "H"], "xyz": [[-1.3816, -1.6240, -7.2644], [-1.1547, -2.7494, -8.3145], [-1.3303, -2.1497, -9.7320], [0.3054, -3.2943, -8.2207], [0.6288, -4.1121, -6.9255], [-0.3665, -5.2446, -6.8280], [-1.8570, -4.8856, -6.9682], [-2.4851, -6.2112, -7.3339], [-2.4624, -4.3983, -5.6429], [-2.0567, -3.8921, -8.0541], [-3.3552, -3.5438, -8.1724], [-0.7333, -1.7081, -6.3922], [-1.2568, -0.6638, -7.7650], [-2.3470, -1.5570, -6.7628], [-1.5718, -2.9643, -10.4147], [-2.1120, -1.3901, -9.7362], [-0.4950, -1.6158, -10.1853], [0.5299, -3.8282, -9.1441], [1.0292, -2.4863, -8.1148], [1.6437, -4.5093, -6.9113], [0.5353, -3.4856, -6.0385], [-0.3367, -5.6383, -5.8120], [-0.1732, -6.0555, -7.5302], [-2.3171, -6.9837, -6.5836], [-2.2522, -6.5803, -8.3328], [-3.5664, -6.0737, -7.3276], [-3.5446, -4.5150, -5.5841], [-2.0609, -3.4179, -5.3867], [-2.1933, -4.9631, -4.7504], [-3.5775, -3.7770, -9.0767], [0.2485, 8.4946, 4.9537], [-1.2885, 8.3777, 5.1125], [-1.9747, 9.8077, 5.3449], [-1.7509, 7.8591, 3.7091], [-3.2160, 7.2939, 3.6128], [-3.3935, 6.2126, 4.6828], [-3.0380, 6.5784, 6.1273], [-4.0878, 7.4443, 6.7299], [-2.9655, 5.3120, 6.9168], [-1.7294, 7.3413, 6.1056], [-1.2120, 7.5138, 7.3986], [0.5782, 9.1344, 4.1352], [0.6750, 9.1007, 5.7529], [0.7921, 7.5570, 4.8369], [-3.0423, 9.7498, 5.1331], [-1.8446, 10.0616, 6.3970], [-1.6929, 10.5690, 4.6175], [-1.6322, 8.7010, 3.0270], [-1.0963, 7.0820, 3.3144], [-3.8133, 8.1737, 3.8521], [-3.3416, 6.8768, 2.6136], [-2.9470, 5.2732, 4.3569], [-4.4603, 5.9900, 4.7052], [-5.0447, 6.9830, 6.9743], [-4.3323, 8.3623, 6.1954], [-3.8115, 7.8641, 7.6971], [-2.2122, 4.6387, 6.5078], [-3.9465, 4.8479, 7.0190], [-2.5568, 5.4941, 7.9107], [-1.6209, 8.3741, 7.5181], [-0.6789, 1.7852, -1.1658], [0.5433, 1.0691, -1.0669], [1.6701, 1.9265, -1.3282], [3.0219, 1.2029, -0.9879], [3.3917, 1.1156, 0.4053], [3.5845, 2.3911, 0.9382], [-0.9152, 1.9874, -2.2105], [-0.7352, 2.7231, -0.6134], [-1.4207, 1.0774, -0.7960], [1.6630, 2.9163, -0.8716], [1.6924, 2.0762, -2.4077], [3.8405, 1.6757, -1.5305], [2.9133, 0.2233, -1.4533], [4.0707, 3.1251, 0.2956], [4.0833, 2.4161, 1.9071], [2.5783, 2.7654, 1.1266], [13.4126, 3.1900, 4.9905], [12.5866, 2.1581, 5.5854], [11.1480, 2.1447, 5.3766], [10.8077, 1.0579, 4.2297], [11.1832, 1.4962, 2.8716], [10.7465, 0.6189, 1.7939], [13.1528, 4.1531, 5.4299], [13.2243, 3.3326, 3.9264], [14.4365, 2.9386, 5.2672], [10.7618, 3.1370, 5.1439], [10.6854, 1.9412, 6.3424], [9.7355, 0.8750, 4.1599], [11.3360, 0.1392, 4.4845], [11.3220, -0.3057, 1.7483], [10.8677, 1.1467, 0.8480], [9.6755, 0.4197, 1.8321], [4.0201, -6.7842, -0.3457], [3.1685, -7.8809, -0.0581], [2.0743, -7.4714, 0.7785], [1.2993, -8.6870, 1.2791], [0.7452, -9.4675, 0.1957], [0.1144, -10.6635, 0.6171], [4.3789, -6.3989, 0.6087], [3.5068, -6.0136, -0.9209], [4.8023, -7.1802, -0.9933], [1.4416, -6.8397, 0.1550], [2.3744, -6.9377, 1.6803], [0.5034, -8.4094, 1.9701], [1.8836, -9.4224, 1.8322], [-0.5217, -10.3820, 1.4562], [0.8203, -11.4148, 0.9711], [-0.4160, -11.0900, -0.2343], [-1.6442, 7.7224, -4.5587], [-1.2541, 6.6705, -5.4584], [-1.7176, 6.8660, -6.7963], [-3.1604, 6.3956, -6.8905], [-4.0996, 7.1746, -6.2237], [-5.0414, 7.7464, -7.1597], [-2.7221, 7.8784, -4.6000], [-1.1261, 8.6299, -4.8687], [-1.3914, 7.4150, -3.5440], [-1.1771, 6.2078, -7.4765], [-1.6365, 7.9071, -7.1089], [-3.2455, 5.4405, -6.3722], [-3.4067, 6.1413, -7.9214], [-4.7041, 8.2768, -8.0502], [-5.6709, 8.4758, -6.6500], [-5.7096, 6.9438, -7.4719], [-7.4498, -4.6429, 0.5541], [-6.8218, -5.6520, 1.3278], [-7.4111, -6.9903, 1.2229], [-7.2636, -7.6715, -0.0801], [-7.6781, -9.0994, -0.0042], [-7.5223, -9.7297, -1.2470], [-6.8078, -3.7734, 0.4128], [-8.4235, -4.3734, 0.9633], [-7.5868, -4.9958, -0.4680], [-8.4759, -6.8238, 1.3863], [-6.9771, -7.5879, 2.0245], [-6.2270, -7.5989, -0.4089], [-7.8242, -7.0968, -0.8173], [-8.0437, -9.2273, -2.0617], [-8.1084, -10.6438, -1.1517], [-6.4833, -9.9646, -1.4782], [-0.2350, -2.7743, 4.7379], [1.0373, -2.7602, 5.3058], [1.5516, -1.4540, 5.6659], [2.9681, -1.8365, 6.1931], [2.7604, -2.2209, 7.5265], [3.8809, -2.7942, 8.2744], [-0.6457, -3.7829, 4.7845], [-0.1102, -2.6472, 3.6626], [-0.9525, -2.0536, 5.1302], [0.8259, -1.1472, 6.4190], [1.5287, -0.7012, 4.8779], [3.6227, -0.9861, 6.0023], [3.3604, -2.7215, 5.6922], [3.6803, -3.0013, 9.3256], [4.7156, -2.1011, 8.3794], [4.3150, -3.6651, 7.7835]], "forces_ev_per_a": [[0.127, 0.365, 0.153], [0.862, 0.138, 1.565], [-0.828, -0.410, 0.062], [0.490, 0.220, 1.326], [-1.181, -0.101, -1.135], [-0.223, 0.116, 0.881], [0.631, 0.382, -0.074], [-1.826, -0.022, -0.229], [0.336, -0.094, 0.789], [2.773, -1.457, -0.959], [-2.206, 0.806, -0.038], [0.548, 0.100, -0.261], [0.360, 0.163, 0.300], [-0.477, -0.466, -0.689], [-0.175, 0.042, -0.161], [-0.413, -0.311, -0.035], [0.560, -0.261, 0.624], [0.059, -0.304, 0.137], [-0.287, 0.576, -0.700], [0.064, 0.124, -0.256], [-0.018, 0.251, -0.061], [0.329, -0.519, -0.066], [0.361, 0.149, -0.069], [0.403, 0.067, 0.011], [0.435, 0.105, 0.079], [-0.258, -0.058, -0.097], [-0.115, 0.825, -0.547], [-0.638, 0.307, -0.211], [0.612, -0.679, -0.251], [-0.304, -0.052, -0.081], [0.130, 0.912, 1.020], [-1.267, -0.537, -1.424], [0.019, -1.614, -0.207], [-0.829, -0.364, -0.131], [2.197, 0.825, 1.417], [-1.066, 0.111, -0.604], [0.954, 1.411, -1.400], [-1.446, 1.711, 1.110], [1.381, -0.502, 0.919], [0.898, -1.860, -1.670], [-0.425, 1.044, -0.531], [-0.771, -0.133, -0.667], [0.085, -0.530, 0.679], [-0.361, -0.115, 0.317], [-0.135, -0.386, 0.363], [0.101, 0.660, -0.163], [0.864, 0.071, 0.418], [-0.087, 0.098, -0.117], [0.346, -0.086, 0.387], [-0.739, -0.315, -0.472], [-0.451, 0.304, 0.067], [0.502, 0.099, 0.160], [-0.240, -0.209, 0.062], [-0.006, -0.483, -0.385], [0.051, -0.194, -0.615], [0.550, -0.291, 0.293], [-0.307, -0.252, -0.398], [0.116, -0.063, -0.208], [-0.369, 0.251, 0.213], [0.308, 0.437, 1.564], [-0.205, -1.027, -0.305], [0.897, 1.485, 0.712], [1.018, -1.235, -0.236], [-1.013, 0.223, 0.107], [0.292, -0.639, -1.382], [-1.279, 0.812, 0.616], [0.005, 0.172, -0.213], [0.313, -0.025, 0.251], [-0.189, 0.271, 0.072], [-0.611, -0.035, 0.339], [0.144, 0.234, -0.266], [-0.003, 0.421, -0.065], [0.170, -0.369, 0.694], [0.312, -0.232, -0.399], [0.219, -0.666, -0.150], [-0.071, 0.611, 0.227], [-1.496, -0.143, 0.617], [-0.410, 0.137, -0.158], [1.319, -0.481, -1.861], [0.068, 1.329, -0.323], [-0.175, -0.423, 0.536], [0.124, 0.876, 0.808], [0.093, 0.178, 0.318], [0.312, -0.553, -0.197], [-0.121, -0.018, -0.375], [0.148, 0.138, -0.558], [0.042, -0.763, -0.133], [-0.197, -0.101, 0.483], [0.045, -0.055, 0.008], [-0.026, -0.093, 0.204], [0.399, 0.218, 0.199], [-0.127, -0.247, 0.430], [-0.339, -0.751, -0.076], [-0.502, 0.198, 0.815], [-0.093, -1.330, -0.716], [-0.304, -1.498, -0.933], [0.259, 0.759, -0.291], [0.370, 0.834, 0.262], [0.437, 0.354, -0.186], [-0.204, 0.261, 0.111], [0.222, 0.111, 0.325], [-0.347, 0.186, 0.220], [0.406, 0.288, -0.025], [-0.265, 0.476, -0.025], [0.796, 0.414, 0.271], [-0.589, -0.486, -0.004], [0.330, -0.039, 0.083], [-0.182, 0.230, 0.173], [-0.141, -0.503, -0.656], [0.203, 0.258, -0.165], [-1.003, -0.421, 0.874], [0.523, -1.514, 0.275], [-1.076, 2.025, -1.477], [-0.922, -0.245, 0.983], [0.053, 0.105, 0.014], [0.043, 0.244, 0.313], [0.289, 0.048, -0.180], [0.482, 0.137, 0.211], [0.206, 0.183, -0.057], [0.582, -0.381, -0.008], [-0.290, 0.491, -0.309], [0.955, -0.258, 0.064], [0.159, -0.097, 0.398], [-0.064, -0.076, -0.274], [-0.031, -0.820, -0.694], [0.460, -0.922, -0.283], [-0.625, 1.590, 1.281], [0.532, -1.243, -1.096], [0.477, 2.828, 0.180], [-0.949, -0.803, 0.146], [0.116, -0.061, 0.705], [-0.056, 0.171, 0.113], [-0.308, -0.060, -0.187], [-0.247, -0.409, 0.423], [-0.042, 0.193, 0.023], [0.303, -0.301, 0.010], [-0.426, -0.508, -0.345], [0.354, 0.567, -0.156], [0.380, -0.372, 0.026], [0.068, 0.150, -0.145], [0.070, -0.527, -1.177], [0.262, 0.443, 0.001], [-0.045, -2.352, 0.295], [-1.118, 0.358, 0.023], [0.980, -0.285, 2.272], [0.192, 0.989, -1.012], [-0.022, -0.033, 0.592], [-0.307, 0.600, -0.323], [0.081, 0.120, 0.240], [0.656, 0.629, 0.598], [0.266, -0.280, -0.490], [0.459, 0.138, 0.600], [-0.128, 0.177, -0.715], [-1.035, -0.217, -0.347], [0.064, 0.527, -0.457], [-0.372, -0.291, -0.109]]}

=====

{"formula": "C25H37N5P2Re", "method": "ωB97M-V/def2-TZVPD", "spin_multiplicity": 4, "charge": 2, "homo_lumo_gap_ev": [5.38, 4.21], "homo_ev": [-12.61, -13.39], "symbols": ["C", "C", "C", "C", "C", "C", "C", "C", "C", "C", "C", "C", "C", "H", "H", "H", "H", "H", "H", "H", "N", "Re", "C", "H", "H", "C", "H", "H", "P", "P", "C", "H", "H", "H", "C", "H", "H", "H", "C", "H", "H", "H", "C", "H", "H", "H", "H", "H", "C", "N", "C", "N", "C", "N", "C", "N", "C", "C", "H", "H", "H", "H", "H", "H", "H", "H", "H", "H", "H", "H"], "xyz": [[-1.5244, 2.7904, -3.8439], [-1.2799, 1.6114, -3.1058], [0.0849, 1.2475, -2.9282], [1.1299, 2.2172, -2.9257], [0.8015, 3.4504, -3.5100], [-0.4492, 3.6694, -4.0626], [2.4564, 1.8597, -2.6773], [2.6944, 0.4922, -2.6749], [1.6155, -0.4633, -2.6728], [1.8452, -1.8532, -2.6293], [3.0870, -2.2968, -3.0934], [4.1084, -1.3543, -3.3195], [3.9419, -0.0157, -2.9970], [-2.5071, 3.0170, -4.2580], [1.5969, 4.1607, -3.5805], [-0.6187, 4.5576, -4.6928], [3.0772, 2.5312, -2.0992], [3.2684, -3.3578, -3.3595], [5.0571, -1.6915, -3.7734], [4.7472, 0.6844, -3.0378], [0.3667, -0.0438, -2.8291], [-0.1003, -0.0979, 0.3276], [-2.3310, 0.7385, -2.4954], [-2.3831, -0.3120, -2.8260], [-3.3542, 1.1478, -2.5885], [0.7469, -2.7547, -2.1160], [-0.1903, -2.7485, -2.6995], [1.1098, -3.7893, -2.0038], [-1.9106, 0.6114, -0.6651], [0.2593, -2.1354, -0.4263], [1.5045, -3.0499, 0.5917], [1.2472, -3.1090, 1.6504], [1.5950, -4.0564, 0.1810], [2.4752, -2.5592, 0.5219], [-1.2474, -3.1412, -0.1778], [-0.9238, -4.1805, -0.2135], [-1.7393, -2.9228, 0.7704], [-1.9310, -2.9296, -1.0001], [-2.4315, 2.3544, -0.2280], [-3.3250, 2.6424, -0.7943], [-2.6566, 2.5194, 0.8293], [-1.6454, 3.0608, -0.4910], [-3.3875, -0.2909, -0.0508], [-3.3833, -0.3373, 1.0416], [-4.2912, 0.2156, -0.4072], [-3.3437, -1.2988, -0.4654], [0.9896, 1.0143, 0.0216], [1.6340, -0.2096, 0.2318], [-0.8668, 1.3869, 2.6485], [-0.0702, 0.1746, 2.3028], [-0.8095, -1.0793, 2.7354], [-0.9270, -1.0536, 4.1813], [-1.6619, 0.1822, 4.5279], [-1.0012, 1.4492, 4.1093], [0.3739, 1.4490, 4.6742], [1.2113, 0.2570, 4.3458], [1.3022, 0.2293, 2.8718], [0.4438, -0.9614, 4.7466], [-1.8867, 1.2949, 2.2343], [-0.3334, 2.2758, 2.2891], [-0.2241, -1.9626, 2.4342], [-1.8084, -1.0821, 2.2712], [-1.7087, 0.2005, 5.6190], [-2.6614, 0.1425, 4.0750], [0.8926, 2.3412, 4.3234], [0.2450, 1.4388, 5.7736], [1.8835, -0.6691, 2.6006], [1.7991, 1.1486, 2.5340], [0.3072, -0.9055, 5.8289], [1.0153, -1.8512, 4.4252]], "forces_ev_per_a": [[0.595, -0.574, 0.759], [-0.608, 0.505, -1.136], [0.823, -0.610, -0.085], [-1.082, 0.969, -1.099], [0.078, 0.029, 0.554], [-0.542, 0.533, -0.552], [-1.531, -0.551, 1.677], [0.136, -1.585, -0.580], [-0.045, 1.503, -0.592], [0.240, -1.014, -0.567], [-0.060, -0.017, -0.001], [0.527, -0.385, -0.318], [0.758, -0.487, 0.434], [0.176, -0.041, 0.350], [0.176, 0.581, -0.282], [0.131, -0.445, 0.514], [0.813, 0.453, -1.100], [-0.186, 0.747, 0.522], [-0.576, 0.225, 0.476], [0.625, 0.148, -0.265], [-0.973, -0.591, 1.130], [2.901, 0.091, -0.440], [-0.101, -0.435, 0.171], [0.417, 0.389, -0.293], [0.589, -0.015, 0.023], [0.233, 0.315, -0.119], [0.524, 0.157, -0.030], [-0.207, 0.369, -0.172], [-4.030, 2.293, -1.047], [0.697, -3.070, -0.724], [-0.033, 0.046, -0.400], [-0.099, -0.047, -0.113], [0.025, -0.105, 0.239], [-0.008, 0.044, -0.094], [0.313, 0.114, -0.081], [-0.300, -0.158, 0.098], [0.003, -0.164, -0.040], [-0.042, -0.128, 0.059], [-0.012, 0.043, -0.192], [0.086, -0.144, 0.069], [0.052, -0.252, -0.167], [0.152, 0.002, -0.067], [-0.012, 0.054, -0.441], [-0.153, 0.022, -0.166], [0.033, -0.165, 0.200], [-0.228, -0.013, 0.165], [0.369, 1.120, -0.284], [-0.365, -0.399, -0.188], [-0.342, 0.161, 1.784], [-0.390, -0.047, 0.098], [0.442, 0.161, 1.320], [0.341, 0.764, -0.761], [0.093, 0.258, 0.647], [0.775, -1.175, -0.749], [-0.219, -0.352, 1.162], [-1.642, -0.013, -1.187], [0.517, -0.141, 1.793], [0.110, 0.234, 0.223], [0.648, 0.048, -0.030], [-0.251, -0.208, -0.091], [-0.228, 0.391, 0.068], [0.276, 0.027, 0.076], [-0.381, 0.065, -0.117], [0.159, -0.008, 0.284], [0.007, 0.037, 0.232], [0.275, 0.361, -0.523], [-0.370, 0.435, -0.249], [-0.155, -0.354, -0.121], [0.297, -0.331, -0.075], [-0.238, 0.330, 0.410]]}